(1)
C39H25FN6O6S2TaTe | the ωB97M-V functional and the def2-TZVPD basis

```
81
C39H25FN6O6S2TaTe | the Open Molecules 2025 dataset | the ωB97M-V functional and the def2-TZVPD basis
Ta -0.587 -0.585 -0.712
O 4.262 -3.662 3.498
C 3.237 -3.145 3.955
O 2.851 -2.850 5.092
C 2.266 -2.640 2.844
C 2.632 -2.682 1.504
C 1.786 -2.162 0.552
N 0.603 -1.588 0.879
C 0.216 -1.618 2.171
C 1.016 -2.138 3.166
C -1.117 -1.058 2.413
C -1.641 -0.899 3.689
C -2.908 -0.374 3.838
C -3.621 -0.032 2.699
C -3.033 -0.202 1.466
N -1.793 -0.698 1.305
C 2.033 -2.284 -0.893
C 3.234 -2.714 -1.432
C 3.338 -2.859 -2.803
C 2.229 -2.602 -3.598
C 1.076 -2.148 -2.998
N 0.983 -1.964 -1.671
H 3.577 -3.155 1.272
H 0.736 -2.163 4.211
H -1.050 -1.177 4.548
H -3.335 -0.241 4.822
H -4.624 0.366 2.757
H -3.565 0.054 0.565
H 4.075 -2.916 -0.786
H 4.271 -3.178 -3.246
H 2.256 -2.739 -4.669
H 0.192 -1.913 -3.576
S -1.830 3.486 1.218
C -0.442 2.969 2.124
C 0.089 3.536 3.279
C 1.224 2.964 3.814
C 1.841 1.875 3.190
C 1.322 1.320 2.038
C 0.139 1.851 1.517
N -0.555 1.424 0.377
C -1.585 2.200 0.118
C -2.475 1.851 -0.982
C -3.337 2.772 -1.567
C -4.066 2.395 -2.683
C -3.900 1.124 -3.215
C -3.035 0.214 -2.619
C -2.324 0.536 -1.463
H -0.370 4.401 3.737
H 1.656 3.378 4.714
H 2.750 1.467 3.612
H 1.837 0.515 1.537
H -3.414 3.781 -1.181
H -4.742 3.098 -3.152
H -4.449 0.838 -4.102
H -2.926 -0.766 -3.067
Te -1.802 -2.975 -1.066
C -3.886 -2.874 -1.251
C -4.813 -1.885 -1.069
C -6.133 -2.311 -1.359
C -6.188 -3.615 -1.748
S -4.643 -4.336 -1.760
H -4.575 -0.892 -0.725
H -7.002 -1.674 -1.283
H -7.058 -4.188 -2.025
F 3.553 4.859 0.255
C 3.780 3.742 -0.428
C 2.922 3.304 -1.348
N 3.164 2.145 -2.069
C 2.127 1.584 -2.896
C 1.163 0.801 -2.048
O 0.042 0.390 -2.502
O 1.452 0.482 -0.872
C 4.274 1.350 -1.830
O 4.438 0.282 -2.385
N 5.155 1.863 -0.909
C 5.013 3.010 -0.120
O 5.823 3.321 0.710
H 2.010 3.838 -1.578
H 2.589 0.867 -3.579
H 1.613 2.341 -3.487
H 5.981 1.306 -0.736
```

Output
* F_max: 1.42 eV Å⁻¹
* E: -95305.979 eV
* total charge: +1
* energy above the lowest of the compared OMol25 structures with the same formula, charge and spin: 0.0 kJ/mol
* multiplicity: 1

***

(2)
C39H28CoN4O2PSTe | the ωB97M-V functional and the def2-TZVPD basis

```
77
C39H28CoN4O2PSTe | the Open Molecules 2025 dataset | the ωB97M-V functional and the def2-TZVPD basis
Co 0.245 -0.201 0.726
O -1.728 -0.208 -2.534
C -1.304 -0.884 -1.584
O -1.136 -0.368 -0.428
C -1.061 -2.342 -1.778
C -1.720 -2.947 -2.848
C -1.622 -4.307 -3.062
C -0.861 -5.085 -2.201
C -0.174 -4.492 -1.159
C -0.255 -3.116 -0.938
P 0.709 -2.417 0.448
C 2.373 -3.089 0.158
C 2.793 -3.300 -1.155
C 4.112 -3.606 -1.424
C 5.034 -3.684 -0.394
C 4.629 -3.472 0.914
C 3.306 -3.174 1.193
C -0.070 -3.373 1.789
C 0.350 -4.633 2.200
C -0.392 -5.321 3.145
C -1.556 -4.774 3.662
C -1.976 -3.518 3.252
C -1.228 -2.813 2.328
H -2.330 -2.320 -3.481
H -2.137 -4.762 -3.893
H -0.806 -6.153 -2.346
H 0.442 -5.102 -0.513
H 2.080 -3.218 -1.963
H 4.421 -3.757 -2.447
H 6.069 -3.891 -0.613
H 5.351 -3.515 1.718
H 3.002 -3.009 2.218
H 1.254 -5.063 1.792
H -0.073 -6.298 3.472
H -2.127 -5.322 4.398
H -2.885 -3.092 3.650
H -1.526 -1.812 2.019
S 3.348 5.353 4.564
N 3.381 3.754 4.777
C 2.686 3.173 3.811
C 2.419 1.771 3.685
C 2.836 0.807 4.595
C 2.409 -0.501 4.405
C 1.594 -0.803 3.330
N 1.199 0.092 2.425
C 1.631 1.373 2.582
C 1.224 2.302 1.584
N 0.661 1.766 0.471
C 0.224 2.598 -0.470
C 0.315 3.978 -0.367
C 0.921 4.541 0.749
C 1.409 3.694 1.738
C 2.139 4.125 2.894
N 2.446 5.370 3.226
H 3.463 1.098 5.421
H 2.664 -1.282 5.102
H 1.221 -1.810 3.197
H -0.193 2.136 -1.358
H -0.066 4.599 -1.162
H 1.042 5.605 0.858
C -4.007 3.772 -1.569
Te -3.140 1.774 -1.694
C -2.532 2.434 -3.647
C -3.047 3.816 -3.870
C -2.814 4.463 -5.080
C -3.273 5.750 -5.283
C -3.963 6.409 -4.278
C -4.195 5.774 -3.072
C -3.745 4.475 -2.862
H -3.607 4.341 -0.728
H -5.081 3.680 -1.397
H -2.910 1.726 -4.383
H -1.444 2.403 -3.707
H -2.270 3.943 -5.854
H -3.090 6.242 -6.226
H -4.320 7.415 -4.436
H -4.738 6.280 -2.288
```

Output
* F_max: 2.09 eV Å⁻¹
* E: -115993.448 eV
* total charge: +1
* ⟨S²⟩: 0.782
* energy above the lowest of the compared OMol25 structures with the same formula, charge and spin: 116.4 kJ/mol
* multiplicity: 2

***

Q: What is the E in the first record?
A: -95305.979 eV